The following is a DFT calculation (ωB97M-V with the def2-TZVPD basis set) of a 3-piece molecular cluster, C22H41N2O7 overall.

CARTESIAN COORDINATES (ANGSTROEM)
H -1.6005 -1.9344 0.3421
H -1.9820 4.9164 -0.9610
H 1.3982 -4.6542 -4.9862
C 5.8460 -1.8012 0.1143
C -2.1178 3.8604 -0.4232
H -1.6628 -1.0477 -1.3185
C 1.1481 2.4586 3.0286
C -3.7261 -0.4296 1.3661
H -1.6167 1.4305 -1.6984
H -4.0267 -1.3030 -0.7328
C 1.0384 -2.6000 0.5332
C 0.0893 -1.9131 -4.2578
C -0.3078 0.7731 1.6388
H -3.1297 1.7522 1.0955
O 0.9637 -2.9144 -3.9470
H -2.8707 3.2027 -1.0756
C -1.4418 2.9119 2.9840
N 0.1336 3.2858 0.8693
H 3.8450 0.0247 0.7549
H -2.5654 -0.2518 3.3232
H -2.6159 3.9627 0.6297
O 6.1192 -2.8868 -0.3699
O 6.1542 -1.4268 1.3904
N 0.4746 -2.3713 1.9228
O 5.1934 -0.8024 -0.5490
H 0.3913 -3.2795 -6.6640
H 0.8031 0.4431 1.3497
C -0.2393 -3.4988 -5.7961
H 5.4890 0.2045 2.4822
H 0.8722 -3.7172 0.2219
H 0.8503 1.9563 4.0687
H -3.9992 -2.6783 0.6235
O 0.0545 -0.8305 -3.6971
C -0.7925 1.4695 -0.8490
H 6.8058 0.5158 1.3236
H -0.0783 -4.6793 -3.9899
O 1.4547 3.4086 0.6400
C 5.8787 -0.0425 1.4909
C -4.3819 -1.5938 0.3583
H -3.3438 0.7978 -0.5118
H 1.4480 3.5782 3.2453
C -0.6638 3.0315 -0.3812
O -0.7410 -2.2817 -5.2767
C -0.1866 2.3735 2.0185
H 0.5050 4.8745 -1.3297
H 2.2081 -2.3769 0.6112
H -3.8674 -1.6133 3.3069
C -1.2775 0.4316 0.3703
H 4.9475 1.1874 -0.0235
H -1.0440 3.0497 4.1017
H -2.3045 2.0928 3.0818
H -2.2463 -1.9797 2.4200
H -0.3608 -2.9927 2.0014
H -1.8418 3.9676 2.6648
C 0.2214 3.7649 -1.6029
H -1.0575 -4.1540 -6.1074
H 1.1361 -2.7190 2.6739
H 0.2277 1.1631 -1.3324
H -4.6884 0.1282 1.8041
C 4.8718 0.1867 0.4108
H -0.5241 3.7932 -2.5323
H 1.1390 3.1052 -1.9363
C 0.5395 -4.0649 -4.6532
C -2.8696 0.7149 0.5814
C -2.9953 -1.1152 2.6607
H 1.2250 -0.6359 -0.6110
H 2.0480 1.8095 2.6198
C -1.0957 -1.0745 -0.2679
C 0.4458 -1.5147 -0.5930
H 0.4205 -2.1370 -1.6115
H -5.5723 -1.5222 0.3271
H -0.5511 0.2111 2.6350

## Properties
**E**: -1498.72945 hartree
**Multiplicity**: 2
**⟨S²⟩**: 0.755
**Energy above the lowest of the compared OMol25 structures with the same formula, charge and spin**: 7.019 eV
**Kohn-Sham gap (alpha / beta)**: 8.925 / 9.471 eV

=====

The following is a DFT calculation (ωB97M-V with the def2-TZVPD basis set) of a 5-piece molecular cluster, C22H41N6O4P overall.

CARTESIAN COORDINATES (ANGSTROEM)
H 11.4369 -15.6899 26.1575
H 12.2175 -19.7949 24.5448
C 10.2324 -15.4291 23.2339
H 12.7876 -22.4158 24.4795
H 12.1195 -17.6440 24.8076
H 7.7612 -18.0041 20.7138
H 9.6420 -15.0036 22.4383
H 7.5698 -16.1998 17.4814
C 12.9782 -14.2744 27.6978
H 11.7538 -23.8120 20.0296
H 10.4674 -22.0372 21.5182
C 9.1826 -13.0020 20.4363
C 10.9472 -16.6606 23.1727
H 13.6664 -21.0031 28.2973
H 12.3497 -24.4531 21.5969
H 9.3321 -15.9976 18.8941
O 12.4903 -21.6564 21.1655
N 6.7664 -14.4084 18.1893
H 12.7316 -19.0077 27.1545
H 14.5111 -18.0210 20.7941
H 12.7399 -17.8645 20.5668
C 13.5342 -18.3464 21.1344
C 5.7441 -16.8319 19.5096
H 5.2618 -12.9621 18.4564
O 13.4996 -19.7634 20.9384
H 10.9205 -13.6398 28.0975
H 13.7319 -23.0837 26.8812
H 8.1463 -14.7305 16.6116
H 5.6736 -17.8540 19.8709
C 11.4433 -22.4753 21.7069
C 11.6826 -14.3988 28.1315
C 9.7662 -15.0784 19.2783
C 12.3670 -20.3452 21.3361
C 12.5649 -20.3627 25.3921
H 6.5136 -15.3764 16.3657
C 11.5144 -16.8505 24.4045
C 11.5344 -15.7391 28.6003
H 8.6972 -12.7353 21.3768
H 10.8866 -17.3434 22.3409
C 13.3638 -22.1326 26.5386
N 6.9254 -16.1891 20.0568
H 10.6222 -24.3813 21.2167
H 7.2913 -16.9216 22.0216
N 13.6165 -15.4515 27.9129
C 10.3890 -14.9183 24.4864
H 6.7699 -12.3092 17.8386
N 11.1771 -15.7870 25.1882
C 12.7392 -16.3597 28.4588
N 8.7757 -14.3434 20.0482
H 13.4126 -18.0996 22.1888
H 8.9307 -12.2440 19.6898
C 11.5804 -23.8665 21.1041
H 10.2533 -13.0200 20.6437
H 10.1130 -14.4975 18.4116
C 7.3001 -15.2116 17.1106
H 5.7473 -16.8221 18.4157
C 6.0915 -13.1649 17.7837
H 11.5975 -22.5741 22.7810
N 13.4034 -21.0196 27.3289
H 10.0966 -13.9715 24.9069
H 10.6264 -16.2158 28.9314
H 13.0198 -17.3725 28.6843
C 12.8897 -19.9434 26.6486
H 8.7357 -16.5999 21.0648
H 10.6361 -15.2874 19.9069
H 14.5769 -15.6443 27.6936
C 12.8726 -21.7491 25.3192
P 7.1513 -14.5771 19.7893
C 7.7149 -16.9528 21.0116
O 6.3635 -13.6395 20.6020
O 11.3917 -19.7623 21.7434
H 4.8214 -16.3165 19.8024
H 5.7194 -13.2912 16.7694
H 13.5028 -13.4216 27.3018

## Properties
**E**: -1833.77000 hartree
**Kohn-Sham gap**: 8.495 eV

=====

The following is a DFT calculation (ωB97M-V with the def2-TZVPD basis set) of C22H42AlNOP3 as an isolated structure.

CARTESIAN COORDINATES (ANGSTROEM)
H -3.3715 1.3283 -0.3883
H 4.2482 -0.0658 1.5992
H -0.3706 4.1406 0.4807
C -2.2876 -2.3413 -4.8370
C 1.3601 0.5253 3.8964
O -0.9151 -1.0860 -1.0937
C -1.2380 -3.0225 -4.2213
H 1.4625 -4.5642 1.9707
H -3.4496 2.9349 -1.1463
C -2.9433 1.9699 -1.1642
H 1.7781 0.6605 -3.3685
H -3.1532 0.4694 5.0859
P 2.0128 -0.0727 -1.0633
C -1.2791 1.6531 2.5134
H 0.7937 -0.8141 -3.0536
H 2.8818 -2.2657 -1.4970
H -3.7335 -0.7155 -4.7227
H 1.7121 -2.3183 -0.1469
P -1.1510 2.2531 -0.8359
C -2.6235 -1.0026 -2.8715
H 3.2661 -1.3793 2.3237
C 2.5468 -1.7546 -0.5846
H 0.5248 3.2322 -2.2967
H -0.4448 2.0068 -3.1732
H -0.1011 -3.6985 2.5509
H -1.1359 3.6350 -2.8427
H 4.1368 0.6886 -1.8448
C -2.9698 -1.3025 -4.1960
P 1.9296 0.6520 2.1545
Al 0.0208 0.4101 0.1634
C -2.5576 -0.6353 3.3168
H 1.7522 3.0856 2.2497
H 0.8550 1.4430 4.2195
H 3.1792 2.0397 -1.1625
H -1.4650 -0.2270 -0.9133
C -1.3314 3.8557 0.0407
H 3.9033 -0.0718 3.3521
C 1.7478 -0.3067 -2.8545
H -1.7862 -1.4873 1.4761
C -0.4896 2.8336 -2.4507
H -2.0810 3.7618 0.8357
H 2.2283 0.3531 4.5474
H -1.2956 -4.3238 0.4939
H 0.6697 -0.3193 4.0046
C 3.4852 0.9953 -1.0157
H 2.5728 -0.9372 -3.2100
C -1.9899 1.6543 3.7036
H -0.0584 -3.1643 -2.3918
C 0.4075 -4.3093 1.7762
H -0.7795 2.5626 2.1696
C -0.2347 -4.5641 0.6254
N -1.1675 0.5183 1.7440
H 3.3711 -1.7127 0.1352
C -2.6330 0.4965 4.1274
C 2.5851 2.3753 2.1765
C -0.8716 -2.6735 -2.9140
H -3.2467 -0.3398 -2.2804
H 3.2310 2.4801 3.0574
C 3.4946 -0.3056 2.3589
C -1.4903 -1.5965 -2.3047
H -3.0264 -1.5716 3.6106
H -2.5693 -2.6280 -5.8471
H 4.0303 0.9046 -0.0702
H -1.9882 2.5551 4.3146
H 0.2005 -5.2010 -0.1618
H 3.1561 2.5854 1.2649
C -1.8426 -0.6088 2.1263
H -3.1063 1.5282 -2.1428
H -1.6565 4.6335 -0.6673
H -0.7094 -3.8342 -4.7305

## Properties
**E**: -2259.03548 hartree
**Charge**: +3
**Energy above the lowest of the compared OMol25 structures with the same formula, charge and spin**: 0.000 eV
**Kohn-Sham gap**: 7.486 eV

=====

The following is a DFT calculation (ωB97M-V with the def2-TZVPD basis set) of a 5-piece molecular cluster, C22H42BClF2NO17P2S overall.

CARTESIAN COORDINATES (ANGSTROEM)
H -4.6361 -3.0271 -1.9829
C 1.7049 -3.1469 -5.3666
O 2.8528 2.3508 2.7068
C 1.2779 -1.7531 -5.7728
P -0.3268 -2.7869 1.3165
C 4.8990 5.9151 4.7931
H -9.1668 2.9043 -3.6319
C 4.5583 4.8585 5.8191
F -1.0011 -3.8516 0.2754
B 0.5286 -1.5646 2.6365
C -5.0539 -4.0828 1.0314
H 6.4267 2.2707 1.5238
O -5.6045 1.0889 -1.9009
H -5.6090 3.0200 -2.6109
C -6.2408 0.3424 -2.8328
H 1.7703 -1.4231 -6.6915
H 7.0210 2.2024 -0.8675
H 0.5803 0.3219 1.4944
H 6.2889 3.7710 -0.4917
H 0.2021 -1.6342 -5.8698
O 0.4554 -1.8263 3.9821
O 2.0054 -1.9793 -0.7555
C -7.5807 2.1192 -2.4200
O 3.5503 -1.1563 -3.3219
Cl 0.0687 -4.5656 2.5819
S 3.1875 -3.2686 1.6331
H 0.9913 -4.3850 -6.9625
H -4.3511 -3.5648 1.6790
O 4.4827 2.8730 1.2488
O 1.7678 -0.9614 -4.6849
C 6.6471 5.6525 6.1903
H -8.5008 4.0548 -2.4626
H -2.8091 -1.9085 -0.9614
H -0.4392 -2.1240 4.1729
C 3.8686 3.6374 5.2758
F -1.8051 -2.6236 2.0618
O 1.7308 -4.5044 -0.5607
H -5.9732 -4.2902 1.5802
H 4.5523 0.5061 -0.1504
C 2.8262 -1.6106 -4.1466
O 4.2030 0.7471 1.8622
H 2.8561 3.8764 4.9576
H 4.4100 3.2371 4.4234
H 3.8212 2.8529 6.0301
H 2.4137 -5.0224 -6.1240
H 4.1034 6.6360 4.6253
H -7.6003 3.6452 -3.9355
C 5.6397 2.1604 0.7705
H 2.1349 -5.1613 0.0173
H -8.2162 1.7623 -1.6042
O 5.8758 4.5525 6.3313
C 5.1145 0.7426 0.7561
C -2.9819 -1.0344 -0.3396
P 1.7311 -3.1444 0.3233
H 1.4999 0.3807 2.9867
H 3.9848 5.2935 6.6433
H -4.6102 -5.0193 0.7004
H 2.5960 -3.6824 -7.2506
O -7.3353 1.0030 -3.2955
N -4.0461 -1.2906 0.6277
H 2.1478 -0.4818 1.5905
H 5.8833 -0.0092 0.9110
H -1.8125 -0.2554 1.3266
C 6.1017 2.6992 -0.5582
H -6.0755 -1.5242 0.8072
H -5.5971 -1.2072 -0.8519
C 1.9383 -4.1157 -6.4953
H 2.4861 -2.3127 -1.5227
C -5.3874 -3.2454 -0.1958
C -5.3052 -1.7470 0.0608
H -6.1488 2.8363 -0.9233
O -4.5553 -3.6696 -1.2749
H 5.3410 2.5417 -1.3235
H -4.2241 -0.4426 1.1466
C -1.6524 -0.6250 0.3064
O -5.8941 -0.7279 -3.2078
H -3.2943 -0.2194 -1.0116
O 2.9313 -2.8564 -4.6665
H 1.0052 -3.5672 -4.6394
H 5.2049 5.4780 3.8401
C 1.2400 -0.2567 2.1445
O -0.6119 -1.5498 0.1838
C 3.7538 2.0102 2.0117
C -8.2511 3.2505 -3.1544
H -6.4294 -3.4468 -0.4875
H -1.3134 0.2532 -0.2578
O 6.0371 6.5598 5.3883
C -6.1808 2.3985 -1.9176
O 7.7126 5.8094 6.6932

## Properties
**E**: -3963.34399 hartree
**Charge**: -1
**Kohn-Sham gap**: 6.445 eV

=====

The following is a DFT calculation (ωB97M-V with the def2-TZVPD basis set) of a 5-piece molecular cluster, C22H42BNO9PS5 overall.

CARTESIAN COORDINATES (ANGSTROEM)
H 1.1092 4.2728 -2.1588
O 3.1306 0.1795 4.1420
H -5.1877 -0.6741 -0.2000
O -7.4525 -0.1885 -1.4046
H 2.5369 -2.3524 4.5553
H 2.3165 3.4545 2.7204
H 2.0100 -0.2175 1.3231
C -0.4149 5.2918 0.5214
H 6.3797 -0.7680 -2.7418
H -7.2991 -3.8887 0.8198
O 8.7649 -3.2603 0.2434
O 1.3781 4.7789 -1.3466
C -0.6545 1.8718 -1.0463
O -3.8624 0.9719 -1.9424
C 3.0247 -2.3929 3.5788
B 0.4806 4.2416 -0.3251
C -0.6986 0.3201 -0.9513
H 3.9538 -4.3034 4.0474
C -6.3989 3.1068 -3.3134
H -0.4984 6.2445 -0.1328
H 7.5608 -2.0574 -2.9672
C -5.9518 -2.2020 1.1566
H 2.2955 -2.6328 2.8042
H -7.4715 2.9547 -3.1768
C 0.4493 2.6149 -0.1827
H -6.6973 -3.1164 -0.6540
C -5.8867 -0.7655 0.6338
H 0.3145 -1.5505 0.0187
O 6.6176 -2.3664 1.2426
H -1.4553 -0.2688 -1.5713
C -4.3005 2.2495 -4.1981
S 3.7460 -0.7921 3.2634
H -3.7607 1.4059 -4.6283
C 5.3793 -1.1867 3.8718
S -4.0141 2.3232 -2.4392
H 6.0806 -1.0973 3.0402
C -5.6431 2.9142 -1.9981
H -1.3610 2.5029 -1.7230
C 7.5361 -1.2532 -0.9625
H -6.2137 -2.1958 2.2196
H 3.5986 1.5210 2.3052
C 0.3375 -0.4055 -0.0211
H 6.2721 -3.1251 4.2955
H 5.6492 -0.4861 4.6631
S 3.9909 3.4553 0.4066
C 5.7876 -2.7041 -1.9228
H -6.2558 4.1307 -3.6741
O 3.8214 -0.5967 1.8267
H 8.5818 -0.9938 -1.1316
P 2.7941 2.5707 1.7013
H 4.9511 -2.2419 -1.3878
H 7.0250 -0.4291 -0.4611
C -8.2374 -1.9835 0.3485
H -1.5087 4.9486 0.6825
H -8.9665 -2.2283 -0.4236
O -8.1416 0.5892 0.9049
H -6.1475 2.3415 -5.3435
H -3.9446 3.1860 -4.6337
C 6.8323 -1.6401 -2.2646
C 1.4090 1.7554 0.6810
S 7.4462 -2.6895 0.1004
C 6.4964 -3.7038 -1.0183
H 4.5625 -3.5301 2.5770
H -5.5511 3.8506 -1.4463
N 1.3249 0.2993 0.7452
C 4.2149 -3.3431 3.5982
S -7.5254 -0.3797 0.0274
H -4.9843 -2.7003 1.0607
H -6.1272 1.1050 -4.0782
H -6.1194 2.1582 -1.3709
C -7.0431 -2.9284 0.3678
H 5.8101 -4.3365 -0.4557
H 5.0426 -2.6186 5.4532
H 0.0592 5.6329 1.5093
O -3.0378 3.3617 -2.1665
H -8.7230 -1.9432 1.3260
H 7.1970 -4.3203 -1.5858
H -5.6182 -0.0618 1.4228
C -5.8128 2.1237 -4.3274
H 5.3908 -3.1855 -2.8190
C 5.3069 -2.6235 4.3906

## Properties
**E**: -3952.19287 hartree
**Charge**: +1
**Kohn-Sham gap**: 6.843 eV

=====

The following is a DFT calculation (ωB97M-V with the def2-TZVPD basis set) of C22H42CaCl2F3N6O9S2 as an isolated structure.

CARTESIAN COORDINATES (ANGSTROEM)
H 6.2119 2.0273 -1.8874
C -1.2474 -3.2821 3.6579
H 5.3914 3.8084 -0.7368
H -4.3655 -7.5944 -1.1701
O -1.7597 -0.9020 -0.2685
O -0.8697 1.3989 -3.6145
H -0.9969 -5.2776 2.7736
C 4.3427 -0.8534 0.9944
C 4.1942 -1.6782 2.0978
H -0.7091 1.8970 -6.2659
H -2.1297 2.1095 -7.1186
C -1.5490 -4.3451 2.6093
H -2.7711 0.6110 -2.0560
N -3.4094 -5.6897 -0.9192
N 4.7142 3.3007 -1.2752
H -4.1874 -0.2334 3.7462
H 5.6592 1.8365 2.6291
H -4.4041 -6.9489 0.4456
H -2.5467 -2.8788 -2.2684
H 3.8103 -2.6966 2.0354
C -2.4701 2.7730 0.1776
C 5.2137 2.2914 -2.2367
H -2.2944 3.1235 1.2036
H -2.8551 -0.6059 -3.3109
H 1.4359 -1.4924 4.4030
C 0.3667 -1.6422 4.5367
H 3.9752 -1.2608 0.0598
H -2.5804 -4.6619 2.7331
O -0.2235 0.8097 1.7592
H 0.5262 5.1745 -1.3084
H 0.1727 -1.9328 5.5681
H -4.0692 0.7316 -3.2393
C -3.0323 0.4573 -3.0957
C 3.3229 3.9572 0.6074
F 2.0187 1.1547 1.0992
O -4.3872 -4.7592 -2.7375
H -1.6112 3.3687 -5.9087
C -1.3775 3.4929 -0.5406
C 3.5026 3.2656 -0.7259
F 4.5162 -2.1066 4.3959
C -3.7280 0.4619 3.0565
H 5.0993 1.0357 0.2917
N 0.5642 0.1102 -0.5849
H 2.8694 4.9435 0.5618
Cl -4.8682 1.0677 1.8672
Ca 0.9698 1.5688 -2.2340
S 0.7901 0.1728 1.0060
H 2.7713 3.3056 1.2783
H 5.3158 0.3995 4.5296
S -0.4436 -1.2369 -0.6499
N -0.0789 -2.6242 3.5664
H 4.2978 4.0652 1.0870
O 0.0749 -2.5148 -0.4117
H 0.5575 -2.9026 2.8440
H -2.9208 -0.0618 2.5588
H -3.4970 1.6450 -5.2302
O -0.5355 2.8856 -1.2710
C -0.1637 5.6515 -0.6231
C -3.4436 -4.8284 -1.9686
C -1.7126 2.3086 -6.1296
H -1.9328 5.1223 0.3974
O 2.6083 2.5817 -1.2503
F -0.5399 -1.1877 -2.2518
H -2.5139 -5.9278 -0.5244
C -2.2417 -3.9083 -2.1092
H -1.6971 -3.9868 -1.1755
H -3.4919 3.0966 -0.0213
N -1.2033 4.7679 -0.2029
H -5.4222 -6.2442 -0.8324
H 0.4435 6.0407 0.1980
H -1.6870 -4.1402 -3.0173
Cl -3.0464 1.8051 3.9919
H 5.1961 2.6509 -3.2557
C -4.4414 -6.6561 -0.6022
H -1.4050 -3.9420 1.6043
C 5.2567 0.8489 2.4366
H -0.1418 -0.6884 4.3615
O 1.4079 -0.9984 1.5145
C -2.0295 1.1414 -3.9891
C 4.5496 -1.2689 3.3722
O -2.1270 -2.9286 4.4737
H -2.3996 1.7029 0.0918
N -2.4984 1.5858 -5.1582
C 4.8912 0.4209 1.1611
H 4.6525 1.3698 -2.0822
H -0.6582 6.5124 -1.0734
C 5.0251 0.0297 3.5502

## Properties
**E**: -4563.13822 hartree
**Charge**: +1
**Energy above the lowest of the compared OMol25 structures with the same formula, charge and spin**: 0.000 eV
**Kohn-Sham gap**: 7.639 eV